# C6H9N

C6H9N in the gas phase in a non-equilibrium geometry (the ωB97M-V functional and the def2-TZVPD basis, the OMol25 dataset).

Geometry as XYZ:
```
16
Properties=species:S:1:pos:R:3:forces:R:3
N -0.7442 -0.8356 0.4368 -0.3 -1.8 0.6
C 0.5966 -0.2291 0.7886 -2.5 1.8 -2.8
C 0.2019 1.2224 0.8344 -1.1 1.3 2.4
H 2.5085 -1.0412 0.4390 0.4 0.4 -0.2
C -2.0336 -0.1863 -1.6424 3.9 1.3 0.0
H 0.9473 1.0587 -1.2906 1.0 0.2 -0.5
H 0.8007 2.0234 1.2965 0.6 -0.6 -0.8
H -2.8835 -0.6399 -1.2536 -1.5 -0.6 0.7
H -0.8471 1.4389 1.1646 0.8 -0.4 -0.3
C 1.7799 -0.9424 1.2325 1.2 -1.6 1.1
H 1.6212 -2.0601 1.4587 -0.3 1.9 0.3
H -1.6067 -0.7641 -2.4708 -0.6 0.3 -0.4
H 2.2267 -0.3656 2.0718 0.0 -0.9 -0.3
C 0.3677 0.6287 -0.5190 -0.1 -0.3 0.1
H -2.0793 0.9005 -1.8785 -0.7 -0.8 -0.3
C -0.8560 -0.2082 -0.6679 -0.6 -0.2 0.5
```
Positions in Å, forces in eV/Å.

Values from the calculation:
LUMO (eV): 1.053
Structure (SMILES): CC1=N[C@]2(C)C[C@H]12
Relative energy (zero: lowest compared OMol25 entry of this formula, charge and spin) (eV): 3.4455
Orbital gap (eV): 9.62

Atomic partial charges in e from the Löwdin method, atoms 1 to 8: atom 1 (N): 0.14, atom 2 (C): -0.39, atom 3 (C): -0.07, atom 4 (H): 0.07, atom 5 (C): 0.00, atom 6 (H): 0.11, atom 7 (H): 0.11, atom 8 (H): 0.05